Model one:
{
  "formula": "C7H6O3",
  "method": "ωB97M-V/def2-TZVPD",
  "lumo_ev": 0.3,
  "smiles": "O=C=C/C=C(/O)C#CCO",
  "spin_multiplicity": 1,
  "e_homo_ev": -8.00,
  "symbols": ["C", "H", "O", "C", "H", "H", "C", "C", "C", "H", "H", "C", "O", "H", "O", "C"],
  "coordinates": [[0.54, -0.17, -0.71], [0.77, -2.43, 1.72], [1.50, -2.36, -0.60], [0.71, -1.36, 0.01], [2.13, -1.77, -1.09], [-1.39, 0.04, 1.81], [-1.16, -0.79, 3.44], [0.20, 2.02, -2.15], [-0.68, -0.72, 2.16], [-1.75, 1.58, -1.93], [0.52, 1.91, -3.15], [0.35, 0.80, -1.37], [-1.16, 2.38, -2.08], [0.64, 2.97, -1.92], [-1.54, -0.60, 4.52], [0.32, -1.52, 1.35]]
}

Model two:
{
  "formula": "C7H6O3",
  "method": "ωB97M-V/def2-TZVPD",
  "lumo_ev": 0.2,
  "smiles": "O=C(O)c1ccccc1O",
  "spin_multiplicity": 1,
  "e_homo_ev": -8.50,
  "symbols": ["C", "O", "C", "C", "O", "C", "C", "H", "H", "H", "H", "H", "C", "H", "C", "O"],
  "coordinates": [[-0.55, -0.14, 0.06], [-2.51, 1.12, 0.24], [-2.00, 0.02, 0.03], [0.20, 1.10, -0.09], [-2.72, -1.15, -0.41], [0.12, -1.26, 0.35], [1.48, -1.33, 0.05], [2.11, 1.98, -0.09], [3.36, -0.38, -0.33], [-1.23, 2.44, 0.36], [-0.32, -2.27, 0.64], [-3.79, -1.17, -0.24], [1.62, 1.03, -0.19], [2.20, -2.21, -0.26], [2.19, -0.17, -0.03], [-0.17, 2.40, -0.08]]
}

Which one sits at the bottom of the stability order? model one does.

Model one:
{
  "formula": "C2H3FS",
  "method": "ωB97M-V/def2-TZVPD",
  "lumo_ev": 0.7,
  "smiles": "F[C@@H]1CS1",
  "spin_multiplicity": 1,
  "e_homo_ev": -9.02,
  "symbols": ["H", "H", "C", "S", "F", "C", "H"],
  "coordinates": [[-0.59, -0.54, 1.57], [-0.72, -0.40, -0.39], [1.28, 0.41, -0.41], [1.43, -1.24, 0.06], [2.00, 1.39, 0.18], [0.01, -0.21, 0.45], [0.92, 0.60, -1.38]]
}

Model two:
{
  "formula": "C2H3FS",
  "method": "ωB97M-V/def2-TZVPD",
  "lumo_ev": -0.6,
  "smiles": "FCC=S",
  "spin_multiplicity": 1,
  "e_homo_ev": -9.08,
  "symbols": ["S", "C", "C", "H", "F", "H", "H"],
  "coordinates": [[-2.10, -0.39, -0.29], [-0.68, -0.29, 0.41], [0.57, 0.25, -0.25], [-0.76, -0.33, 1.48], [1.47, -0.80, -0.21], [0.96, 1.22, 0.28], [0.54, 0.33, -1.41]]
}

Model three:
{
  "formula": "C2H3FS",
  "method": "ωB97M-V/def2-TZVPD",
  "lumo_ev": -0.5,
  "spin_multiplicity": 1,
  "e_homo_ev": -8.44,
  "symbols": ["H", "F", "C", "H", "C", "H", "S"],
  "coordinates": [[1.38, -1.65, -0.21], [-3.64, -0.30, 0.25], [-2.88, 0.56, -0.45], [-2.92, 1.58, -0.09], [0.95, -0.75, -0.05], [1.44, 0.21, 0.08], [-0.66, -0.73, -0.13]]
}

Which one sits at the bottom of the stability order? model three does.

Model one:
{
  "formula": "C2H2Cl3P",
  "method": "ωB97M-V/def2-TZVPD",
  "lumo_ev": -0.9,
  "smiles": "C=C(Cl)P(Cl)Cl",
  "spin_multiplicity": 1,
  "e_homo_ev": -8.95,
  "symbols": ["Cl", "C", "H", "Cl", "H", "C", "P", "Cl"],
  "coordinates": [[-0.75, -2.05, -1.71], [1.06, -0.66, -0.14], [2.01, -0.04, -0.09], [2.44, 1.20, -4.15], [0.91, -1.30, 0.72], [0.48, -0.89, -1.32], [0.74, 0.42, -3.17], [0.26, -0.95, -4.49]]
}

Model two:
{
  "formula": "C2H2Cl3P",
  "method": "ωB97M-V/def2-TZVPD",
  "lumo_ev": 0.1,
  "smiles": "C=C(Cl)P(Cl)Cl",
  "spin_multiplicity": 1,
  "e_homo_ev": -9.79,
  "symbols": ["Cl", "Cl", "H", "Cl", "P", "H", "C", "C"],
  "coordinates": [[0.25, 2.16, -0.45], [2.45, 0.18, 1.03], [-1.55, -1.04, -0.01], [0.96, -2.22, -0.25], [1.42, -0.41, -0.73], [-2.06, 0.79, 0.55], [-1.33, 0.04, 0.12], [-0.15, 0.49, -0.26]]
}

Model three:
{
  "formula": "C2H2Cl3P",
  "method": "ωB97M-V/def2-TZVPD",
  "lumo_ev": -1.0,
  "smiles": "C=C(Cl)P(Cl)Cl",
  "spin_multiplicity": 1,
  "e_homo_ev": -10.24,
  "symbols": ["Cl", "H", "Cl", "C", "Cl", "P", "H", "C"],
  "coordinates": [[-3.82, 1.38, -1.54], [0.71, 0.66, 0.25], [-1.31, 2.68, 0.03], [-1.36, 0.97, -0.01], [-3.98, 1.11, 1.75], [-2.99, 0.16, -0.24], [-0.33, -0.85, 0.08], [-0.26, 0.22, 0.12]]
}

Model four:
{
  "formula": "C2H2Cl3P",
  "method": "ωB97M-V/def2-TZVPD",
  "lumo_ev": 0.1,
  "smiles": "C=C(Cl)P(Cl)Cl",
  "spin_multiplicity": 1,
  "e_homo_ev": -9.28,
  "symbols": ["Cl", "C", "H", "Cl", "C", "H", "P", "Cl"],
  "coordinates": [[-2.86, 2.65, -2.08], [-0.57, -0.55, -0.54], [0.10, -1.32, -1.05], [-0.22, 1.24, -2.62], [-0.94, 0.62, -1.02], [-1.13, -1.02, 0.27], [-2.37, 1.73, -0.47], [-1.69, 3.25, 0.70]]
}

Which one sits at the bottom of the stability order? model one does.

Model one:
{
  "formula": "H6N2Si",
  "method": "ωB97M-V/def2-TZVPD",
  "lumo_ev": [-0.1, 0.6],
  "spin_multiplicity": 1,
  "e_homo_ev": [-7.66, -7.01],
  "symbols": ["H", "H", "N", "N", "H", "H", "H", "Si", "H"],
  "coordinates": [[0.77, -0.84, 1.04], [0.28, -2.32, -1.23], [-1.73, 0.90, -0.09], [-1.11, -0.18, -0.54], [-1.18, 1.28, 0.80], [1.78, 1.25, 0.64], [-1.66, -0.43, -1.35], [0.31, -1.21, -0.25], [2.53, 1.54, 0.97]]
}

Model two:
{
  "formula": "H6N2Si",
  "method": "ωB97M-V/def2-TZVPD",
  "lumo_ev": -0.7,
  "spin_multiplicity": 1,
  "e_homo_ev": -8.04,
  "symbols": ["H", "H", "N", "Si", "H", "H", "H", "N", "H"],
  "coordinates": [[-1.96, 0.49, 0.81], [1.19, 0.75, 1.36], [0.78, 0.55, -0.99], [-0.94, -0.53, 0.67], [-0.79, -1.43, 1.74], [0.23, 1.28, -1.41], [1.03, 0.79, -0.09], [-0.03, -0.58, -0.82], [0.48, -1.32, -1.27]]
}

Which one sits at the bottom of the stability order? model one does.

Model one:
{
  "formula": "C3H11N3O",
  "method": "ωB97M-V/def2-TZVPD",
  "lumo_ev": 0.6,
  "spin_multiplicity": 1,
  "e_homo_ev": -6.75,
  "symbols": ["H", "N", "H", "H", "H", "C", "H", "H", "H", "C", "H", "N", "H", "H", "N", "C", "H", "O"],
  "coordinates": [[-1.41, 2.28, 0.13], [1.49, -2.31, 0.85], [-2.92, 1.85, -0.66], [-0.65, 0.41, 1.39], [-0.90, -1.29, 0.62], [-1.83, 1.82, -0.78], [0.71, -0.72, -1.18], [1.96, -0.45, 1.59], [-1.58, 2.49, -1.61], [-0.41, -0.33, 0.64], [-1.59, 0.02, -1.80], [-1.30, 0.48, -0.94], [1.95, 1.05, -0.92], [1.31, -3.08, 1.50], [1.14, -1.06, 1.47], [0.39, 0.04, -0.48], [2.47, -2.37, 0.58], [1.15, 1.17, -0.39]]
}

Model two:
{
  "formula": "C3H11N3O",
  "method": "ωB97M-V/def2-TZVPD",
  "lumo_ev": 1.1,
  "smiles": "CC(C)N(N)ON",
  "spin_multiplicity": 1,
  "e_homo_ev": -7.56,
  "symbols": ["H", "H", "N", "N", "H", "O", "N", "H", "H", "H", "H", "H", "H", "C", "H", "C", "H", "C"],
  "coordinates": [[1.05, 1.75, -0.76], [-1.48, -1.66, 1.43], [-0.51, -0.24, 0.40], [-2.70, 0.72, 0.20], [2.45, 1.40, 0.26], [-1.23, 0.57, -0.45], [-1.03, -1.50, 0.53], [1.29, -0.54, 1.26], [0.91, 1.91, 1.00], [-1.76, -1.65, -0.20], [-2.61, 1.60, 0.70], [1.33, -2.03, -0.72], [-3.24, 0.91, -0.64], [1.36, 1.33, 0.20], [2.60, -0.85, -0.87], [1.52, -0.96, -0.85], [1.09, -0.64, -1.79], [0.95, -0.13, 0.30]]
}

Which one sits at the bottom of the stability order? model one does.

Model one:
{
  "formula": "C3H11N3O",
  "method": "ωB97M-V/def2-TZVPD",
  "lumo_ev": 0.8,
  "smiles": "[H]/N=C(\\N)NCC.O",
  "spin_multiplicity": 1,
  "e_homo_ev": -9.23,
  "symbols": ["N", "H", "H", "H", "C", "N", "H", "H", "H", "H", "H", "H", "H", "C", "N", "C", "H", "O"],
  "coordinates": [[0.56, 1.15, -1.70], [-0.16, 2.84, 2.08], [0.54, 2.76, 0.72], [0.07, -1.37, -1.55], [-0.36, 0.56, -1.05], [-1.52, 1.14, -0.60], [-0.22, -0.75, 1.26], [1.41, -0.59, 0.41], [-0.13, -3.17, 0.15], [-2.28, 0.54, -0.35], [-1.75, 2.00, -1.05], [0.66, -2.87, 1.76], [1.58, -2.86, 0.27], [0.61, -2.60, 0.71], [-0.29, -0.83, -0.79], [0.45, -1.09, 0.47], [0.26, 1.91, -2.30], [0.56, 3.23, 1.56]]
}

Model two:
{
  "formula": "C3H11N3O",
  "method": "ωB97M-V/def2-TZVPD",
  "lumo_ev": 0.7,
  "smiles": "NC(N)=O.CNC",
  "spin_multiplicity": 1,
  "e_homo_ev": -7.76,
  "symbols": ["H", "H", "C", "N", "C", "H", "O", "C", "H", "H", "H", "N", "H", "H", "H", "N", "H", "H"],
  "coordinates": [[-1.69, -1.99, -0.35], [2.59, -0.97, 0.44], [1.53, -0.97, 0.19], [-1.96, -1.34, 0.38], [1.50, 1.46, 0.23], [0.99, -1.08, 1.15], [-1.59, 0.75, 1.20], [-1.58, -0.02, 0.26], [0.30, 0.26, -1.12], [2.40, 1.36, 0.83], [-1.76, 1.45, -1.16], [-1.61, 0.45, -1.09], [1.33, -1.83, -0.45], [1.67, 2.26, -0.49], [-1.91, -1.70, 1.32], [1.18, 0.25, -0.50], [-2.11, -0.09, -1.77], [0.70, 1.76, 0.92]]
}

Which one sits at the bottom of the stability order? model one does.